Density functional theory data (ωB97M-V/def2-TZVPD) for 6 unconnected molecules or ions with the total composition C22H62BNO6P.

Atoms and positions in Å:
C  -2.29688  -1.40324  3.22486
N  -0.85194  -1.40832  3.07330
C  -0.17763  -1.46042  4.35507
B  -0.26399  -0.79687  1.91973
O  1.12904  -0.55703  1.97834
P  -1.22653  -0.39652  0.21314
H  -2.60407  -2.21626  3.89396
H  -2.67520  -0.46349  3.64709
H  -2.76069  -1.53816  2.25030
H  -0.51645  -2.32630  4.93404
H  -0.37719  -0.56017  4.95366
H  0.89931  -1.52695  4.21307
H  1.65244  -1.36371  1.91911
H  -2.12270  -1.64667  0.36851
H  -2.32220  0.42320  0.90181
H  -0.37537  0.82296  0.03807
H  -0.16023  -1.24410  -0.48773
H  -1.87060  -0.14856  -1.08085
C  -1.90449  5.17244  -1.13460
C  -0.99184  3.96190  -1.24655
O  -1.46561  2.96717  -2.13064
C  -1.64860  3.33228  -3.47540
C  -0.38761  3.83446  -4.16399
H  -2.90903  4.86202  -0.84118
H  -1.51927  5.85324  -0.37251
H  -1.97888  5.73537  -2.06713
H  -0.91698  3.44141  -0.29219
H  0.02216  4.28060  -1.52224
H  -2.44743  4.08070  -3.57748
H  -1.99738  2.41907  -3.95920
H  -0.03350  4.77163  -3.73150
H  -0.59194  4.01343  -5.22228
H  0.40771  3.09253  -4.08284
C  2.29598  -6.32213  1.77950
C  2.41488  -5.05221  0.95397
O  2.79351  -3.91586  1.70820
C  4.05195  -3.96308  2.34960
C  5.22563  -4.13716  1.40151
H  1.59638  -6.17700  2.60369
H  1.92226  -7.13096  1.14882
H  3.25709  -6.63860  2.18850
H  1.44654  -4.78416  0.53242
H  3.10374  -5.20748  0.11526
H  4.07076  -4.73613  3.12853
H  4.12830  -2.99828  2.85404
H  5.22355  -5.10978  0.90716
H  6.15988  -4.05465  1.96109
H  5.22198  -3.35863  0.63778
C  6.39525  0.56788  1.28440
C  7.14091  -0.73735  1.49632
O  7.39944  -1.46207  0.30387
C  8.18434  -0.79907  -0.66896
C  9.58133  -0.43350  -0.19477
H  5.45347  0.39538  0.76305
H  6.16873  1.01628  2.25292
H  6.98259  1.29102  0.71666
H  6.53135  -1.41581  2.09420
H  8.07233  -0.56265  2.04839
H  7.66934  0.09350  -1.04164
H  8.24511  -1.50486  -1.49791
H  9.56083  0.30629  0.60627
H  10.14574  -0.00391  -1.02444
H  10.11122  -1.31749  0.16295
C  -6.00934  8.04579  -2.35174
C  -4.73859  8.60382  -2.97038
O  -3.79160  7.61717  -3.33348
C  -4.22409  6.64997  -4.27529
C  -4.63010  7.23298  -5.61789
H  -5.77409  7.42246  -1.48848
H  -6.64576  8.86918  -2.02235
H  -6.58385  7.44985  -3.06166
H  -4.21576  9.22745  -2.24465
H  -4.98584  9.24132  -3.82840
H  -5.03833  6.04372  -3.86312
H  -3.36644  5.98932  -4.39868
H  -5.51445  7.86730  -5.54115
H  -4.86679  6.42079  -6.30726
H  -3.81651  7.82133  -6.04443
C  -5.17471  -6.28914  2.73589
C  -5.06186  -6.14498  1.22522
O  -4.91331  -4.81631  0.77941
C  -3.75138  -4.13205  1.25292
C  -2.43654  -4.78152  0.86904
H  -5.99472  -5.68003  3.11946
H  -5.36807  -7.33365  2.99079
H  -4.25691  -5.98815  3.24132
H  -5.98066  -6.49817  0.75232
H  -4.24424  -6.77727  0.85600
H  -3.80193  -3.99850  2.33878
H  -3.79688  -3.14172  0.80296
H  -2.29915  -5.76352  1.32962
H  -1.62748  -4.12849  1.20250
H  -2.36143  -4.88412  -0.21442

- max |F| (eV Å⁻¹) = 0.61
- gap between HOMO and LUMO (eV) = 4.53
- multiplicity = 1
- HOMO (eV) = -2.13
- net charge = -1